Computed, not measured: a 2-piece molecular cluster, C6H11S overall at a distorted geometry, with ωB97M-V/def2-TZVPD.

- HOMO level (eV) = -2.142
- total charge = -1
- 2S+1 = 1
- energy relative to the best compared isomer or geometry (same formula, charge and spin) (kcal per mole) = 23.8

CARTESIAN COORDINATES (ANGSTROEM)
C -1.803 -1.752 -1.923
C -0.929 -1.089 -0.830
S -1.838 -0.570 0.648
H -2.726 -1.206 -2.192
H -2.105 -2.740 -1.543
H -1.133 -1.860 -2.795
H -0.379 -0.256 -1.225
H -0.133 -1.837 -0.613
C 1.546 2.331 -0.300
C 1.249 1.788 0.918
C 1.132 0.338 1.193
C 0.727 -0.082 2.434
H 1.750 1.667 -1.167
H 1.470 3.422 -0.472
H 1.011 2.472 1.727
H 1.199 -0.368 0.317
H 0.070 -0.951 2.621
H 0.892 0.693 3.202

Forces on atoms 1 to 3 (eV/Å):
C 0.54 0.08 0.26
C -0.49 -0.87 0.17
S -0.67 -0.30 -0.17


Computed, not measured: C24H36F6N2O3P3Pt as an isolated structure at a distorted geometry, with ωB97M-V/def2-TZVPD.

- HOMO level (alpha / beta) (eV) = -8.686 / -8.935
- <S²> = 0.784
- 2S+1 = 2
- energy relative to the best compared isomer or geometry (same formula, charge and spin) (kcal per mole) = 0.0

CARTESIAN COORDINATES (ANGSTROEM)
Pt -0.868 -0.241 0.046
C -1.099 2.348 -4.145
C -0.517 1.980 -2.777
C 0.892 1.409 -2.964
P -1.636 0.841 -1.861
C -3.255 1.747 -1.800
C -4.439 1.140 -2.562
C -3.626 1.971 -0.324
C -1.628 -0.624 -2.953
C -2.387 -0.825 -4.091
C -2.285 -2.012 -4.812
C -1.417 -3.012 -4.390
C -0.627 -2.817 -3.274
C -0.725 -1.620 -2.550
N -0.031 -1.399 -1.360
C 1.145 -2.092 -1.034
C 2.061 -2.484 -2.019
C 3.232 -3.120 -1.657
C 3.500 -3.385 -0.317
C 2.598 -2.979 0.658
C 1.431 -2.314 0.313
P 0.159 -1.794 1.508
C -0.271 -3.437 2.256
C -0.591 -4.569 1.280
C -1.358 -3.326 3.329
C 1.042 -1.017 2.945
C 0.068 -0.064 3.659
C 2.307 -0.256 2.537
H -0.497 3.149 -4.580
H -2.130 2.701 -4.103
H -1.055 1.494 -4.824
H -0.463 2.879 -2.153
H 0.864 0.547 -3.640
H 1.343 1.110 -2.024
H 1.531 2.168 -3.419
H -3.015 2.718 -2.234
H -4.540 0.072 -2.390
H -4.376 1.327 -3.635
H -5.353 1.618 -2.203
H -3.820 1.022 0.177
H -4.537 2.573 -0.280
H -2.844 2.491 0.225
H -3.072 -0.061 -4.426
H -2.902 -2.163 -5.689
H -1.369 -3.953 -4.923
H 0.008 -3.610 -2.907
H 1.858 -2.254 -3.057
H 3.946 -3.402 -2.420
H 4.411 -3.898 -0.033
H 2.812 -3.180 1.702
H 0.681 -3.673 2.742
H -1.603 -4.493 0.902
H -0.502 -5.515 1.822
H 0.095 -4.605 0.432
H -2.312 -3.042 2.885
H -1.105 -2.605 4.108
H -1.484 -4.301 3.806
H 1.300 -1.826 3.634
H -0.195 0.771 3.018
H 0.543 0.332 4.560
H -0.864 -0.551 3.953
H 2.125 0.390 1.679
H 3.132 -0.922 2.286
H 2.628 0.375 3.370
F -3.543 -1.133 -0.925
P -3.734 -2.464 0.013
F -2.231 -2.932 -0.413
F -3.099 -1.612 1.265
F -5.195 -1.963 0.420
F -4.315 -3.267 -1.248
F -3.861 -3.760 0.956
O 1.099 1.571 0.102
N 0.252 2.244 0.713
O 0.351 3.426 0.960
O -0.831 1.606 1.154

Forces on atoms 1 to 3 (eV/Å):
Pt 1.25 0.23 -0.79
C -0.03 0.12 0.01
C 0.14 0.06 -0.01


Computed, not measured: C8H14N3O2S2Sr as an isolated structure at a distorted geometry, with ωB97M-V/def2-TZVPD.

- HOMO level (alpha / beta) (eV) = -1.644 / -1.006
- total charge = -1
- 2S+1 = 1
- energy relative to the best compared isomer or geometry (same formula, charge and spin) (kcal per mole) = 0.0

CARTESIAN COORDINATES (ANGSTROEM)
C 2.182 2.176 -0.263
Sr 0.182 0.220 0.420
N -1.205 -1.842 0.441
N -0.189 -0.094 -2.334
H -2.173 -1.614 0.707
H 2.330 1.108 -0.009
H 2.696 2.712 0.535
H 1.174 2.603 -0.373
H 2.649 2.328 -1.246
H -1.162 -0.074 -2.657
H 0.195 -0.948 -2.748
H 0.271 0.669 -2.843
H -1.296 -2.484 -0.334
H -0.873 -2.395 1.246
O 0.770 -2.042 5.280
S -0.282 -1.794 4.307
O -0.871 -2.928 3.599
N 0.084 -0.612 3.103
C -0.506 0.555 3.395
S -0.226 2.003 2.573
C -1.471 0.498 4.462
C -2.381 1.487 4.822
C -3.309 1.275 5.835
C -3.327 0.031 6.477
C -2.434 -0.995 6.111
C -1.514 -0.744 5.086
H -2.337 2.432 4.284
H -4.009 2.068 6.132
H -4.049 -0.133 7.271
H -2.453 -1.972 6.613

Forces on atoms 1 to 3 (eV/Å):
C 0.71 0.26 -0.42
Sr -0.24 -0.24 0.52
N -0.88 -0.77 0.71


Computed, not measured: a 3-piece molecular cluster, C31H19FO7 overall at a distorted geometry, with ωB97M-V/def2-TZVPD.

- HOMO level (eV) = -9.796
- 2S+1 = 1
- energy relative to the best compared isomer or geometry (same formula, charge and spin) (kcal per mole) = 0.0
- SMILES = O=C1c2ccccc2C(=O)c2ccccc21.O=C1c2ccccc2C(=O)c2ccccc21.O=C1OC[C@@H](F)O1

CARTESIAN COORDINATES (ANGSTROEM)
O -4.038 -39.163 22.474
C -3.246 -38.598 23.200
C -3.514 -38.364 24.636
C -4.668 -38.878 25.220
C -4.926 -38.672 26.561
C -3.994 -37.994 27.352
C -2.844 -37.485 26.773
C -2.602 -37.654 25.420
C -1.300 -37.145 24.874
O -0.571 -36.461 25.551
C -0.962 -37.534 23.478
C 0.292 -37.203 22.972
C 0.600 -37.554 21.666
C -0.348 -38.140 20.830
C -1.594 -38.457 21.351
C -1.920 -38.152 22.669
H -5.307 -39.488 24.592
H -5.864 -39.025 26.970
H -4.246 -37.909 28.401
H -2.146 -36.965 27.416
H 1.028 -36.689 23.572
H 1.594 -37.348 21.284
H -0.120 -38.364 19.797
H -2.363 -38.855 20.700
O -0.966 -43.078 15.688
C -1.863 -42.265 15.631
C -2.449 -41.851 14.334
C -1.905 -42.383 13.169
C -2.424 -42.028 11.935
C -3.413 -41.056 11.867
C -3.905 -40.448 13.021
C -3.437 -40.870 14.261
C -3.952 -40.196 15.500
O -4.769 -39.308 15.426
C -3.396 -40.643 16.802
C -3.921 -40.098 17.962
C -3.440 -40.510 19.195
C -2.449 -41.487 19.275
C -2.004 -42.088 18.109
C -2.429 -41.650 16.863
H -1.096 -43.090 13.301
H -2.035 -42.516 11.050
H -3.789 -40.657 10.932
H -4.656 -39.682 12.903
H -4.696 -39.345 17.928
H -3.852 -40.070 20.097
H -2.124 -41.873 20.232
H -1.247 -42.862 18.165
O 3.326 -40.160 23.205
C 2.267 -40.668 23.107
O 1.130 -40.189 23.672
C 0.059 -41.074 23.417
C 0.730 -42.287 22.774
F 0.053 -42.704 21.678
O 1.995 -41.797 22.397
H -0.470 -41.303 24.341
H -0.668 -40.644 22.723
H 0.867 -43.125 23.459

Forces on atoms 1 to 3 (eV/Å):
O -0.10 -0.04 0.10
C 0.26 0.07 -0.34
C 0.08 0.07 0.36


Computed, not measured: C47H41AuF6N3OP2S as an isolated structure, with ωB97M-V/def2-TZVPD.

- HOMO level (alpha / beta) (eV) = -10.252 / -10.873
- <S²> = 2.018
- total charge = +1
- 2S+1 = 3

CARTESIAN COORDINATES (ANGSTROEM)
Au 0.230 -0.476 -0.004
N 0.290 -0.652 2.294
C -0.976 -0.956 2.900
C -1.446 -0.152 3.927
C -2.679 -0.410 4.504
C -3.434 -1.480 4.046
C -2.950 -2.280 3.022
C -1.712 -2.039 2.427
C -1.233 -2.921 1.317
C -1.507 -4.294 1.386
C -1.242 -5.151 0.328
C -0.725 -4.643 -0.854
C -0.428 -3.288 -0.941
C -0.625 -2.452 0.148
H 0.702 0.183 2.688
H 0.959 -1.410 2.370
H -0.836 0.676 4.280
H -3.044 0.220 5.305
H -4.403 -1.690 4.481
H -3.562 -3.092 2.648
H -1.929 -4.691 2.302
H -1.455 -6.209 0.426
H -0.557 -5.285 -1.712
H -0.046 -2.901 -1.877
N -3.784 5.512 -1.076
C -3.098 5.262 0.050
S -3.027 6.319 1.304
C -2.395 3.927 0.069
C -2.769 2.892 -0.780
C -2.079 1.697 -0.743
N -1.058 1.485 0.087
C -0.708 2.473 0.924
C -1.343 3.696 0.942
H -4.279 6.385 -1.141
H -3.781 4.897 -1.870
H -3.592 2.977 -1.476
H -2.342 0.893 -1.418
H 0.135 2.280 1.581
H -1.024 4.477 1.619
C -0.430 -0.375 -4.111
P 0.489 0.005 -2.524
C 2.128 -0.662 -3.012
C 2.631 -1.836 -2.457
C 3.801 -2.404 -2.949
C 4.487 -1.794 -3.989
C 4.006 -0.609 -4.532
C 2.834 -0.049 -4.050
C 0.762 1.814 -2.589
C 1.908 2.370 -2.010
C 2.099 3.746 -2.014
C 1.148 4.583 -2.588
C 0.008 4.036 -3.158
C -0.181 2.660 -3.158
P -2.199 -0.722 -4.576
C -2.710 -2.078 -3.466
C -2.832 -2.009 -2.073
C -3.296 -3.092 -1.343
C -3.620 -4.278 -1.991
C -3.477 -4.375 -3.368
C -3.032 -3.279 -4.101
C -3.259 0.697 -4.092
C -4.401 0.577 -3.294
C -5.303 1.632 -3.175
C -5.073 2.828 -3.840
C -3.942 2.963 -4.641
C -3.063 1.900 -4.782
H 0.048 -1.302 -4.422
H -0.061 0.399 -4.786
H 2.123 -2.312 -1.629
H 4.176 -3.324 -2.515
H 5.402 -2.233 -4.370
H 4.546 -0.120 -5.335
H 2.468 0.876 -4.483
H 2.660 1.726 -1.571
H 2.996 4.160 -1.567
H 1.301 5.656 -2.601
H -0.739 4.681 -3.607
H -1.088 2.254 -3.582
H -2.581 -1.096 -1.547
H -3.394 -3.016 -0.264
H -3.978 -5.127 -1.420
H -3.730 -5.298 -3.876
H -2.955 -3.344 -5.181
H -4.616 -0.355 -2.791
H -6.197 1.509 -2.572
H -5.791 3.637 -3.769
H -3.772 3.880 -5.192
H -2.227 1.994 -5.469
C 3.886 -2.025 0.917
C 3.590 -0.525 0.931
O 2.436 -0.216 0.254
C 4.730 0.198 0.136
F 4.629 1.532 0.282
F 5.946 -0.182 0.526
F 4.605 -0.085 -1.162
C 3.575 0.011 2.407
F 3.095 -0.932 3.250
F 2.758 1.080 2.518
F 4.772 0.362 2.856
H 3.988 -2.346 -0.119
H 3.064 -2.573 1.375
H 4.802 -2.244 1.461

Forces on atoms 1 to 3 (eV/Å):
Au 0.08 0.31 -0.32
N -0.21 0.04 -0.01
C 0.24 0.10 -0.10


Computed, not measured: an isolated ion of composition C7H8NO4 and charge -1 at a distorted geometry, with ωB97M-V/def2-TZVPD.

- HOMO level (eV) = -4.920
- total charge = -1
- 2S+1 = 1
- energy relative to the best compared isomer or geometry (same formula, charge and spin) (kcal per mole) = 8.5
- SMILES = C/C([O-])=N\C(=O)C[C@]1(C)OC1=O

CARTESIAN COORDINATES (ANGSTROEM)
C 2.402 -0.887 1.388
C 2.126 -0.593 -0.093
O 2.788 -1.136 -0.973
N 1.044 0.150 -0.339
C 0.601 1.208 0.292
O 1.211 2.041 0.963
C -0.915 1.464 0.001
C -1.606 0.196 -0.399
C -1.420 -0.281 -1.814
O -3.041 0.071 0.095
C -2.111 -0.710 0.602
O -2.014 -1.584 1.396
H 2.516 0.057 1.916
H 3.300 -1.492 1.490
H 1.549 -1.418 1.809
H -1.359 1.881 0.908
H -0.992 2.208 -0.795
H -0.344 -0.326 -1.980
H -1.879 0.420 -2.512
H -1.857 -1.269 -1.956

Forces on atoms 1 to 3 (eV/Å):
C 0.20 0.08 -0.34
C 0.36 -0.32 0.60
O 0.17 -0.04 0.01


Number 1 is which compound? C6H11S